Entry 1:
{
  "formula": "C11H21ClCuNOP",
  "method": "wB97M-V/def2-TZVPD",
  "species": ["C", "C", "P", "C", "C", "C", "C", "O", "N", "C", "C", "C", "C", "C", "Cl", "H", "H", "H", "H", "H", "H", "H", "H", "H", "H", "H", "H", "H", "H", "H", "H", "H", "H", "H", "H", "H", "Cu"],
  "xyz": [[-1.66732, 0.11764, 3.56011], [-0.61997, 1.10656, 2.99486], [-0.84921, 1.23395, 1.16425], [-2.52410, 1.84634, 0.77747], [-0.56220, -0.45374, 0.51079], [-1.73500, -1.44432, 0.39483], [-0.97994, -2.61317, -0.31400], [-1.33014, -3.68842, -0.43495], [0.30287, -2.14292, -0.81837], [0.21674, -0.66646, -0.83700], [-0.61137, -0.37419, -2.11355], [1.54719, 0.06029, -0.74608], [2.45623, -0.21176, -1.97335], [2.97549, 1.11999, -2.54422], [3.91844, -1.16688, -1.49432], [-1.98450, 0.50993, 4.51676], [-2.55147, 0.04898, 2.93941], [-1.26661, -0.87996, 3.68041], [-0.72462, 2.09594, 3.42108], [0.38622, 0.72993, 3.11147], [-3.21618, 1.55848, 1.56271], [-2.85306, 1.53252, -0.19989], [-2.46607, 2.93053, 0.79029], [0.10132, -0.93256, 1.23044], [-2.05021, -1.66663, 1.39973], [-2.56817, -1.16416, -0.23220], [1.04389, -2.47937, -0.20447], [-0.07951, 0.37531, -2.69983], [-0.67383, -1.24787, -2.73543], [-1.58547, 0.04479, -1.89258], [2.06100, -0.24142, 0.16222], [1.36321, 1.12999, -0.73037], [1.87539, -0.73197, -2.72039], [3.79405, 0.97176, -3.25083], [2.13024, 1.63628, -2.98093], [3.31379, 1.70853, -1.65710], [5.41288, 1.34808, -1.63695]],
  "e_tot_ev": -81717.45221,
  "total_charge": 2,
  "molar_mass_da": 313.3,
  "multiplicity": 2,
  "homo_lumo_gap_ev": [7.24, 6.30],
  "e_homo_ev": [-15.6, -15.7],
  "s2": 0.752
}

***

Entry 2:
{
  "formula": "C11H21F3IMnO4P2",
  "method": "wB97M-V/def2-TZVPD",
  "species": ["C", "C", "H", "H", "H", "O", "I", "Mn", "P", "C", "C", "H", "H", "H", "H", "H", "H", "C", "H", "H", "H", "P", "C", "C", "H", "H", "H", "C", "H", "H", "H", "H", "H", "H", "C", "O", "F", "C", "F", "F", "C", "O", "O"],
  "xyz": [[1.98607, -1.47757, -1.99314], [1.51086, -1.22051, -0.62415], [2.76194, -2.26223, -1.96201], [2.42934, -0.59379, -2.47271], [1.17660, -1.82547, -2.64572], [1.98994, -1.73846, 0.38243], [-1.05911, 1.23125, -2.10168], [-0.01386, -0.01720, -0.03259], [-1.58896, -1.72093, -0.94513], [-2.32936, -2.48342, 0.53400], [-3.07955, -1.31489, -1.93551], [-3.51459, -2.25814, -2.28850], [-1.80617, -3.86867, -2.00281], [-2.80977, -0.68877, -2.79390], [-0.56606, -2.88955, -2.84161], [-2.78282, -1.70868, 1.16772], [-3.79540, -0.76786, -1.31456], [-0.95885, -3.17917, -1.85650], [-3.09125, -3.19951, 0.20157], [-0.17187, -3.69067, -1.28400], [-1.54434, -2.99347, 1.10503], [1.82108, 1.68889, -0.04419], [2.39002, 2.20087, 1.60113], [3.38996, 1.39466, -0.95296], [0.76067, 3.14077, -1.64391], [2.07452, 4.03886, -0.79282], [0.52363, 3.65306, 0.03325], [1.26360, 3.30167, -0.68653], [3.22869, 1.28539, -2.03954], [4.05815, 2.25982, -0.79514], [3.37366, 2.70031, 1.53254], [2.45545, 1.29086, 2.22144], [3.91726, 0.49029, -0.61391], [1.64770, 2.87831, 2.06393], [0.07116, -0.97353, 1.70155], [0.44442, -1.23311, 2.77131], [-3.47218, 2.29196, 3.38780], [-2.52658, 1.30615, 3.38604], [-2.14928, 1.09479, 4.67776], [-3.12882, 0.17184, 2.92586], [-1.25798, 1.78386, 2.52436], [-0.77824, 2.86585, 2.85885], [-0.84969, 1.03613, 1.58693]],
  "e_tot_ev": -86070.28738,
  "total_charge": 2,
  "molar_mass_da": 518.1,
  "multiplicity": 5,
  "homo_lumo_gap_ev": [5.53, 4.32],
  "e_homo_ev": [-15.9, -15.9],
  "s2": 6.486
}

***

Entry 3:
{
  "formula": "C11H21F6KO8P",
  "method": "wB97M-V/def2-TZVPD",
  "species": ["K", "C", "O", "O", "C", "F", "F", "F", "C", "C", "H", "H", "H", "H", "H", "H", "C", "O", "O", "C", "F", "F", "F", "C", "C", "H", "H", "H", "H", "H", "H", "C", "O", "P", "O", "O", "C", "O", "C", "H", "H", "H", "H", "H", "H", "H", "H", "H"],
  "xyz": [[-1.12273, 0.37941, -0.77640], [-0.33454, -3.75431, -0.74124], [-0.60876, -4.22490, 0.59278], [-0.10175, -2.37141, -0.67400], [0.63720, -4.74127, -1.63943], [0.15206, -5.84651, -2.01435], [0.89880, -4.15741, -2.77990], [1.83109, -4.99814, -1.09091], [-1.46911, -5.37646, 0.75504], [-1.17909, -5.99655, 2.10246], [-1.73401, -5.43194, 2.85172], [-1.59452, -6.99572, 2.23349], [-0.10585, -6.10635, 2.25809], [-1.16723, -6.13565, 0.03351], [-2.44090, -5.09553, 0.34907], [-1.33792, -3.65260, -1.15475], [2.04735, 1.79219, -3.21261], [3.30301, 1.06927, -3.13628], [1.17690, 1.01216, -2.36487], [2.16892, 3.37155, -3.22793], [1.34421, 3.95063, -2.44671], [3.47546, 3.69550, -2.97172], [1.83170, 3.87591, -4.38448], [4.02059, 0.83758, -4.33471], [5.35454, 0.16647, -4.02995], [5.36692, -0.76954, -3.47153], [5.91359, 0.13272, -4.96506], [6.01175, 0.78196, -3.41568], [4.36682, 1.78196, -4.75468], [3.34892, 0.31745, -5.01766], [1.56606, 1.51423, -4.15026], [-4.39989, 4.56506, 2.47157], [-3.80049, 3.54893, 1.64062], [-2.54103, 2.78150, 2.32456], [-1.80234, 1.78581, 1.44704], [-1.59377, 3.96592, 2.86677], [-0.33055, 3.67874, 3.61633], [-3.18074, 2.19245, 3.71855], [-2.66316, 1.01377, 4.36277], [-3.91674, 4.75275, 3.43044], [-5.39243, 4.14289, 2.62888], [-4.56519, 5.50550, 1.94588], [0.15956, 4.60469, 3.91719], [0.49519, 3.25911, 3.04172], [-0.52893, 3.15817, 4.55321], [-2.33906, 0.32310, 3.58428], [-3.43663, 0.62526, 5.02527], [-1.78342, 1.07148, 5.00373]],
  "e_tot_ev": -70046.45254,
  "total_charge": -1,
  "molar_mass_da": 465.3,
  "homo_lumo_gap_ev": 5.47,
  "e_homo_ev": -3.6
}

***

Entry 4:
{
  "formula": "C11H21F7InN4O7S2",
  "method": "wB97M-V/def2-TZVPD",
  "species": ["In", "C", "F", "F", "F", "S", "O", "O", "N", "S", "O", "O", "C", "F", "F", "F", "F", "C", "C", "O", "N", "C", "H", "H", "H", "H", "H", "H", "H", "C", "C", "O", "N", "C", "H", "H", "H", "H", "H", "H", "H", "C", "C", "O", "N", "C", "H", "H", "H", "H", "H", "H", "H"],
  "xyz": [[-24.67616, 15.01282, -0.67905], [-22.95001, 12.80161, -6.70170], [-22.51177, 14.11109, -6.86842], [-24.24300, 12.71360, -6.85210], [-22.35092, 12.03652, -7.65417], [-22.57658, 12.11372, -4.83994], [-23.89239, 11.65784, -4.39898], [-21.52615, 11.06862, -4.85077], [-22.09465, 13.52989, -3.93904], [-20.68768, 13.91274, -4.46212], [-20.16815, 13.40883, -5.69635], [-20.64032, 15.36849, -4.39232], [-19.52595, 13.25314, -2.98032], [-19.53581, 11.91038, -3.05894], [-18.27837, 13.71860, -3.12917], [-19.97443, 13.58758, -1.77685], [-25.87285, 14.19051, 3.08981], [-24.01702, 9.74448, 2.26301], [-23.23494, 9.76368, 0.93106], [-23.21383, 10.79215, 0.23701], [-22.84487, 8.58408, 0.52675], [-22.17179, 8.32700, -0.70696], [-23.59332, 10.42335, 3.00308], [-23.93528, 8.78147, 2.76702], [-25.05629, 10.03643, 2.11205], [-23.10104, 7.77949, 1.08093], [-21.37152, 7.60530, -0.54319], [-21.64980, 9.21766, -1.05678], [-22.81313, 8.01986, -1.53306], [-27.46095, 20.23794, -3.45902], [-25.98630, 19.85149, -3.58178], [-25.50800, 18.96210, -2.89782], [-25.24766, 20.38677, -4.53713], [-23.88036, 19.90318, -4.86145], [-27.58729, 21.00666, -4.22139], [-27.80311, 20.61990, -2.49719], [-28.17481, 19.47964, -3.78074], [-25.64260, 21.12395, -5.10343], [-23.08561, 20.20502, -4.17926], [-23.61412, 20.26751, -5.85366], [-23.87757, 18.82316, -5.00855], [-19.48245, 14.46553, 4.22217], [-20.99498, 14.38464, 3.94588], [-21.46052, 14.77418, 2.87073], [-21.79603, 13.78770, 4.82842], [-21.36555, 13.22948, 6.09720], [-19.17771, 15.20571, 4.96201], [-19.06169, 14.51238, 3.21775], [-19.13301, 13.50317, 4.59613], [-22.76840, 13.77878, 4.55542], [-21.50531, 12.15648, 5.96589], [-22.10434, 13.35141, 6.88929], [-20.43092, 13.44259, 6.61600]],
  "e_tot_ev": -77888.59861,
  "total_charge": 1,
  "molar_mass_da": 633.2,
  "homo_lumo_gap_ev": 1.73,
  "e_homo_ev": -11.9
}

***

Entry 5:
{
  "formula": "C11H21N3O",
  "method": "wB97M-V/def2-TZVPD",
  "species": ["C", "C", "C", "C", "C", "C", "C", "C", "C", "C", "C", "H", "H", "H", "H", "H", "H", "H", "H", "H", "H", "H", "H", "H", "H", "H", "H", "H", "H", "H", "H", "H", "N", "N", "N", "O"],
  "xyz": [[3.65566, -0.06592, -1.18714], [3.42244, -0.74158, 0.14181], [2.20171, -1.30378, 0.25910], [1.17631, -0.29869, 0.39340], [-0.04284, -0.98365, 1.22127], [-1.30214, -0.11008, 1.38980], [-1.93420, 0.73320, 0.33271], [-2.37279, -0.01720, -0.82014], [-3.65398, -0.96556, -0.53654], [-0.16776, 1.55205, -1.13989], [-0.35223, 2.68056, 0.88556], [4.07339, -0.91009, -2.04106], [2.27095, 0.37175, -1.46102], [4.56057, 0.75440, -1.17310], [4.38377, -1.20746, 0.68969], [2.86044, 0.43366, 0.77834], [1.66623, -2.05658, -0.27301], [2.10800, -1.92701, 1.06745], [1.32680, 0.67955, 1.06228], [0.68334, -0.03834, -0.57624], [0.20776, -1.00028, 2.56076], [-0.38554, -1.88761, 0.64562], [-2.01132, -0.84912, 1.93141], [-1.11318, 0.42648, 2.58189], [-2.86167, 0.91949, 0.93818], [-2.89324, 0.89268, -1.47945], [-4.26888, -0.55816, 0.30343], [-4.04903, -1.22832, -1.50529], [-3.08057, -2.07159, -0.17577], [-2.03131, -1.59193, -2.02813], [-0.50755, 0.86265, -1.91906], [-0.93868, 2.96940, 1.67498], [-1.03758, 1.72360, 0.03800], [0.92547, 2.39835, -1.07058], [0.91010, 2.97048, 0.24536], [-1.42847, -0.55534, -1.75463]],
  "e_tot_ev": -18251.29663,
  "molar_mass_da": 211.3,
  "homo_lumo_gap_ev": 8.56,
  "e_homo_ev": -8.6
}

***

Entry 6:
{
  "formula": "C11H21N3O4",
  "method": "wB97M-V/def2-TZVPD",
  "species": ["C", "C", "C", "C", "C", "N", "C", "O", "N", "C", "C", "C", "C", "N", "O", "C", "O", "O", "H", "H", "H", "H", "H", "H", "H", "H", "H", "H", "H", "H", "H", "H", "H", "H", "H", "H", "H", "H", "H"],
  "xyz": [[-4.46636, 0.31604, -0.72983], [-3.47389, 0.62356, -1.79914], [-1.94606, 1.16040, -1.56858], [-1.48805, 2.21656, -2.62985], [-1.17928, -0.16026, -1.28931], [-1.63046, -0.79837, 0.11124], [0.33978, -0.09003, -0.84575], [0.96948, 0.95662, -1.03662], [1.01074, -1.11887, -0.29174], [2.20423, -1.11105, 0.61956], [2.25035, -0.99212, 2.14591], [2.01780, 0.40152, 2.89969], [3.24832, 1.30019, 2.43008], [2.98689, 1.69086, 1.04389], [4.10437, 1.47379, 3.21047], [2.58094, -2.56148, 0.33317], [3.81253, -2.80757, 0.64656], [1.73321, -3.49826, -0.09234], [-5.38351, -0.18262, -1.01266], [-4.60196, 1.24248, -0.14045], [-4.21329, -0.54840, -0.11738], [-3.77561, 1.44013, -2.58586], [-3.41201, -0.32500, -2.44788], [-1.81921, 1.56217, -0.55935], [-0.44178, 2.42534, -2.73972], [-2.09397, 3.15842, -2.81310], [-1.97022, 1.46408, -3.48006], [-1.09783, -1.00060, -2.11220], [-1.21823, -0.39030, 1.08169], [-2.66746, -1.35986, 0.12904], [0.43176, -1.82624, 0.05114], [2.94195, -0.39656, 0.27193], [1.82345, -1.83998, 2.71405], [3.11940, -1.05644, 2.53565], [0.98115, 1.03061, 2.63445], [2.11593, 0.35127, 4.02025], [2.30189, 1.20866, 0.36992], [3.53320, 2.46009, 0.69582], [2.37182, -4.41876, 0.34730]],
  "smiles": "CC[C@H](C)[C@H](N)C(=O)N[C@@H](CCC(N)=O)C(=O)O",
  "e_tot_ev": -24401.56703,
  "molar_mass_da": 259.3,
  "homo_lumo_gap_ev": 9.49,
  "e_homo_ev": -9.4
}